{
  "formula": "C49H103N12O13",
  "method": "the ωB97M-V functional and the def2-TZVPD basis",
  "species": ["O", "O", "O", "O", "O", "O", "O", "O", "O", "O", "O", "O", "O", "N", "N", "N", "N", "N", "N", "N", "N", "N", "N", "N", "N", "C", "C", "C", "C", "C", "C", "C", "C", "C", "C", "C", "C", "C", "C", "C", "C", "C", "C", "C", "C", "C", "C", "C", "C", "C", "C", "C", "C", "C", "C", "C", "C", "C", "C", "C", "C", "C", "C", "C", "C", "C", "C", "C", "C", "C", "C", "C", "C", "C", "H", "H", "H", "H", "H", "H", "H", "H", "H", "H", "H", "H", "H", "H", "H", "H", "H", "H", "H", "H", "H", "H", "H", "H", "H", "H", "H", "H", "H", "H", "H", "H", "H", "H", "H", "H", "H", "H", "H", "H", "H", "H", "H", "H", "H", "H", "H", "H", "H", "H", "H", "H", "H", "H", "H", "H", "H", "H", "H", "H", "H", "H", "H", "H", "H", "H", "H", "H", "H", "H", "H", "H", "H", "H", "H", "H", "H", "H", "H", "H", "H", "H", "H", "H", "H", "H", "H", "H", "H", "H", "H", "H", "H", "H", "H", "H", "H", "H", "H", "H", "H", "H", "H"],
  "xyz": [[0.342, 8.494, -7.106], [-4.818, -10.534, -6.049], [2.321, -1.914, 4.524], [3.150, 2.589, -4.493], [-7.212, -3.293, -1.788], [9.454, 7.339, 1.331], [-3.239, 1.725, 3.923], [0.756, 2.743, -4.007], [6.840, 3.205, -6.789], [-6.254, -7.462, -1.753], [-4.515, 0.640, 0.189], [-8.668, -1.776, 5.952], [5.729, 6.191, 6.256], [7.504, 1.659, 2.507], [2.301, -4.195, 4.918], [-7.697, -0.114, 7.236], [-0.063, 6.829, -5.550], [-5.324, -0.308, -1.762], [7.196, 7.697, 5.289], [4.993, 3.925, -7.985], [-4.838, -12.814, -5.655], [2.921, 2.673, 1.351], [10.085, 5.540, 0.019], [-7.063, -8.410, -3.703], [-7.890, -4.660, -0.047], [-7.758, -0.988, 6.171], [-4.542, -11.502, -5.353], [1.882, 3.997, -0.910], [5.699, 3.591, 2.652], [3.071, 2.744, 2.854], [-4.476, -13.906, -4.776], [-8.309, -3.548, 0.781], [-4.385, 0.346, -0.992], [-1.152, -1.133, 1.790], [3.581, 4.244, -7.979], [-3.013, 2.113, 2.494], [-0.396, 7.768, -4.500], [-6.582, 0.790, 7.426], [2.663, -5.287, 5.797], [-5.093, -0.621, -3.156], [5.737, 4.065, -9.219], [9.320, 6.175, 0.974], [0.285, 7.312, -6.794], [-7.364, -4.404, -1.296], [2.036, 2.713, -3.541], [3.359, 1.537, 0.451], [6.077, 7.338, 6.010], [7.540, 9.081, 5.041], [-6.832, -8.723, -5.098], [3.045, -0.566, 2.061], [-8.782, -0.098, 8.195], [-6.124, -7.756, -2.934], [2.325, 2.764, -1.916], [5.651, 3.491, -6.853], [9.863, 4.157, -0.349], [0.398, -1.342, 2.282], [2.597, -2.882, 5.220], [-1.470, 0.307, 1.075], [4.114, 0.205, 1.079], [-8.037, -6.007, 0.464], [7.203, 3.017, 3.107], [11.144, 6.277, -0.638], [1.606, -4.492, 3.683], [4.609, 2.629, 3.409], [-1.508, 1.591, 2.107], [1.476, -0.289, 1.587], [-6.582, -0.694, -1.158], [3.119, 1.497, -1.203], [-8.321, -8.796, -3.099], [-3.916, 0.413, 3.964], [-5.533, -13.112, -6.890], [8.055, 6.657, 4.761], [2.203, 3.870, 0.693], [-0.106, 5.411, -5.260], [10.712, 7.145, -1.145], [0.805, -2.426, 2.039], [-7.455, -6.101, 1.385], [-8.594, 0.642, 8.978], [0.596, 5.195, -4.450], [3.171, -0.108, 3.136], [-6.955, 1.818, 7.418], [-4.935, -12.749, -7.731], [-8.876, -1.092, 8.642], [3.069, 3.596, -8.696], [4.348, -0.554, 0.189], [-2.562, 0.234, 0.600], [-8.826, -7.900, -2.725], [1.161, 0.787, 1.995], [0.644, -3.971, 3.681], [-6.892, -9.806, -5.231], [5.622, 4.659, 3.179], [-0.944, 1.298, 3.102], [9.036, 3.725, 0.223], [-1.367, -1.967, 0.972], [-0.760, 0.554, 0.150], [8.896, 7.092, 4.214], [-5.839, 0.672, 6.632], [3.322, -5.972, 5.256], [8.544, 5.524, 1.409], [-1.879, -1.275, 2.725], [8.428, 6.049, 5.590], [7.471, 6.019, 4.091], [3.180, -4.920, 6.688], [5.152, 0.443, 1.572], [2.205, -4.129, 2.841], [4.993, 3.420, -5.972], [-3.466, -0.234, 4.833], [-1.247, 8.376, -4.822], [-7.683, -6.744, -0.262], [3.479, 0.553, -1.837], [-3.841, -0.136, 2.923], [1.317, 4.909, -1.408], [-3.466, 0.593, -1.550], [5.578, 3.663, 1.490], [6.809, 9.756, 5.495], [11.660, 5.645, -1.366], [5.086, 4.416, -10.025], [1.832, 4.769, 1.378], [5.495, 8.205, 6.365], [-9.714, 0.144, 7.675], [-3.959, -13.540, -3.884], [-5.059, 0.636, 4.224], [-7.601, -8.234, -5.702], [-8.121, -9.465, -2.257], [7.564, 9.252, 3.961], [-6.495, -12.591, -6.892], [3.303, -1.725, 2.039], [0.458, -1.130, 3.445], [-5.385, -14.432, -4.473], [0.520, 6.513, -7.517], [-8.960, -9.302, -3.828], [-7.078, -5.319, -1.840], [8.062, 3.743, 2.787], [-8.702, -3.905, 1.736], [3.147, 4.093, -6.986], [0.168, 4.821, -6.139], [11.856, 6.626, 0.116], [-6.382, -1.363, -0.315], [-6.114, 0.576, 8.391], [2.642, 3.786, 3.231], [8.526, 9.282, 5.468], [-5.205, -7.509, -3.491], [-7.087, 0.202, -0.784], [-5.846, -8.376, -5.421], [-7.221, -1.200, -1.886], [9.625, 4.109, -1.415], [6.550, 4.782, -9.066], [-5.862, -0.132, -3.760], [-4.107, -0.274, -3.480], [1.754, -5.813, 6.100], [1.325, -0.398, 0.422], [-3.869, 1.729, 1.795], [3.454, 5.290, -8.271], [3.126, -2.769, 6.181], [7.258, 2.874, 4.289], [-4.013, -11.389, -4.392], [6.168, 3.096, -9.489], [2.398, 1.918, 3.389], [-2.990, 3.305, 2.508], [7.216, 0.869, 3.127], [1.442, -5.568, 3.581], [7.087, 1.597, 1.552], [-0.900, 2.488, 1.622], [-0.650, 7.241, -3.576], [-6.883, -0.917, 5.504], [-3.817, -14.592, -5.316], [-9.094, -6.191, 0.676], [0.460, 8.426, -4.325], [-5.697, -14.188, -6.991], [4.950, 1.487, 3.476], [-7.450, -2.893, 0.957], [-5.153, -1.705, -3.290], [10.774, 3.587, -0.148], [-1.120, 5.145, -4.950], [-9.081, -2.982, 0.252], [4.580, 2.994, 4.546], [3.794, 1.893, -4.161]],
  "gap_ev": 5.2,
  "total_charge": 1,
  "energy_ha": -3563.25046,
  "e_lumo_ev": -4.881
}